The following is a quantum chemistry calculation of 8 unconnected molecules or ions with the total composition C7H28N11O10, from OMol25.

Output
LUMO	0.072	Ha
energy above the lowest of the compared OMol25 structures with the same formula, charge and spin	0.0	kJ/mol
E	-44583.270	eV
HOMO energy	-0.2473	Ha
gap between HOMO and LUMO	8.68	eV

Structure (ORCA input):
```
! RIJCOSX wB97M-V def2-TZVPD def2/J DEFGRID3
* xyz -1 1
N -0.0286 -0.3574 -0.4339
O 0.8437 -0.4778 -1.3057
O -1.0473 0.3410 -0.6468
O 0.1150 -0.9031 0.6874
C -1.6442 0.1284 -4.0533
O -1.4748 1.2778 -3.2515
H -1.9310 -0.7489 -3.4689
H -2.3509 0.3074 -4.8626
H -0.6933 -0.1376 -4.5282
H -1.1244 1.0003 -2.3898
C -1.6451 3.8947 -1.3943
O -2.5028 4.2316 -0.3251
H -0.8515 4.6395 -1.5097
H -1.1264 2.9876 -1.0856
H -2.1226 3.7419 -2.3614
H -3.2697 4.7681 -0.5262
C 3.1822 -1.3139 2.8975
O 3.2869 -0.1006 2.7458
N 4.0290 -2.0062 3.7171
N 2.1877 -2.0796 2.4071
H 3.8618 -2.9697 3.9324
H 4.9253 -1.5838 3.8836
H 2.0602 -3.0236 2.7089
H 1.5250 -1.5587 1.8405
C -1.7423 1.8780 3.0383
O -2.7225 2.2664 3.6689
N -0.9672 0.8401 3.4218
N -1.4871 2.2002 1.7282
H -0.3744 0.3923 2.7462
H -1.1589 0.3813 4.2934
H -0.8022 1.6974 1.2003
H -2.0990 2.8580 1.2705
C -4.4094 -0.5117 0.0742
O -5.5342 -1.0190 0.1930
N -4.2149 0.5572 -0.7313
N -3.2867 -1.0330 0.5813
H -3.3153 0.9928 -0.8414
H -4.9701 0.9855 -1.2306
H -2.4066 -0.7094 0.1978
H -3.3946 -1.7925 1.2262
C 2.1220 -4.4979 -1.7352
O 2.3447 -4.0906 -2.8866
N 2.5568 -5.6202 -1.1617
N 1.4871 -3.6710 -0.8559
H 3.1433 -6.2541 -1.6736
H 2.3476 -5.6671 -0.1847
H 1.3941 -3.7534 0.1373
H 1.3486 -2.7646 -1.2830
C 3.0079 2.3787 -0.1933
O 3.6474 3.2272 0.4293
N 2.8542 1.0895 0.1580
N 2.3622 2.7278 -1.3364
H 2.2686 0.4616 -0.3650
H 3.3547 0.7540 0.9686
H 1.8364 2.0165 -1.8164
H 2.6058 3.6228 -1.7153
*
```